{
  "formula": "C36H41F4N8O2Zr",
  "method": "wB97M-V/def2-TZVPD",
  "e_above_lowest_kcal_mol": 0.0,
  "total_charge": 1,
  "symbols": ["Zr", "F", "F", "F", "F", "O", "O", "N", "N", "N", "N", "N", "N", "N", "N", "C", "C", "C", "C", "C", "C", "C", "C", "C", "C", "C", "C", "C", "C", "C", "C", "C", "C", "C", "C", "C", "C", "C", "C", "C", "C", "C", "C", "C", "C", "C", "C", "C", "C", "C", "C", "H", "H", "H", "H", "H", "H", "H", "H", "H", "H", "H", "H", "H", "H", "H", "H", "H", "H", "H", "H", "H", "H", "H", "H", "H", "H", "H", "H", "H", "H", "H", "H", "H", "H", "H", "H", "H", "H", "H", "H", "H"],
  "coordinates": [[0.911, 0.084, -0.366], [-0.251, 4.882, -1.663], [-1.167, 5.296, -4.075], [-1.308, 0.675, -4.931], [-0.422, 0.206, -2.447], [2.373, -2.770, -3.269], [3.435, -1.817, 2.559], [1.733, -1.279, 1.087], [0.108, 2.103, -0.669], [1.465, -1.703, -1.429], [2.819, 1.094, 0.694], [-2.931, -2.360, -0.089], [2.192, 0.633, -2.358], [-0.241, 1.180, 1.923], [-1.003, -1.080, -0.011], [4.249, 0.882, 2.604], [1.311, -2.866, -0.633], [3.092, 2.074, -4.039], [-0.546, 3.801, -2.404], [-1.279, 3.012, -4.584], [0.242, 2.551, 1.780], [-2.193, -3.141, 2.180], [-0.625, 1.498, -2.858], [-0.263, 1.007, 4.492], [3.014, -0.280, -4.411], [-2.534, 2.195, 2.562], [-2.941, -0.177, -1.174], [0.894, -5.180, -0.176], [-1.072, 1.722, -4.137], [4.714, 2.171, 2.413], [2.438, -0.412, -3.161], [-2.305, -3.438, 0.689], [-5.317, -2.123, 0.616], [2.507, 1.854, -2.806], [0.260, 0.524, 3.146], [-1.722, 1.129, 1.827], [4.230, 2.908, 1.339], [1.029, -4.147, -1.095], [1.300, -3.670, 1.656], [-2.243, -1.252, -0.392], [-0.347, 2.497, -1.916], [3.277, 2.341, 0.516], [3.351, 0.986, -4.858], [-0.055, 3.110, 0.393], [1.026, -4.948, 1.186], [-1.007, 4.030, -3.693], [2.072, -1.777, -2.636], [-4.337, -2.542, -0.469], [2.825, -1.040, 1.852], [1.448, -2.633, 0.745], [3.326, 0.378, 1.703], [2.256, 2.684, -2.163], [4.569, 3.917, 1.150], [0.324, 0.536, 5.281], [-4.529, -2.005, -1.395], [-1.632, 3.217, -5.583], [-1.728, -3.986, 2.686], [3.327, 3.083, -4.347], [-3.064, -0.481, -2.215], [-1.303, 0.730, 4.656], [-5.164, -1.083, 0.909], [0.688, -6.181, -0.532], [-1.078, 3.497, 0.363], [-2.394, 3.189, 2.138], [-6.340, -2.226, 0.254], [-2.907, -4.330, 0.528], [-1.574, -2.263, 2.374], [-2.326, 2.253, 3.626], [-3.592, 1.953, 2.449], [-2.025, 0.136, 2.164], [-1.976, 1.192, 0.772], [1.428, -3.476, 2.711], [4.587, 0.242, 3.406], [1.311, 2.549, 1.981], [-2.361, 0.739, -1.146], [-3.171, -2.969, 2.626], [0.066, -0.545, 3.036], [0.596, 3.975, 0.248], [-3.928, 0.029, -0.763], [-4.466, -3.598, -0.706], [-1.323, -3.663, 0.263], [-0.168, 2.087, 4.615], [-0.692, -1.880, 0.537], [5.442, 2.601, 3.088], [-5.215, -2.742, 1.506], [2.837, 2.905, -0.292], [3.804, 1.124, -5.830], [-0.200, 3.231, 2.517], [0.927, -5.767, 1.886], [1.343, 0.638, 3.139], [3.182, -1.175, -4.993], [0.938, -4.329, -2.154]],
  "atomic_forces_ev_per_a": [[-0.4, 0.5, 0.1], [0.0, 0.0, 0.1], [0.0, 0.0, 0.0], [0.0, 0.0, 0.0], [-0.1, 0.0, 0.0], [0.0, 0.0, 0.0], [-0.1, 0.0, 0.1], [0.1, -0.1, -0.1], [0.2, 0.1, -0.1], [0.0, -0.2, 0.1], [-0.1, 0.0, 0.0], [0.0, 0.0, 0.0], [0.0, 0.0, 0.1], [-0.1, -0.1, -0.2], [0.1, -0.1, 0.0], [0.1, 0.0, -0.2], [0.0, 0.0, 0.0], [0.0, 0.0, 0.1], [0.0, -0.1, -0.1], [0.0, 0.0, 0.0], [0.0, 0.1, 0.0], [0.0, 0.0, 0.0], [0.0, 0.1, 0.0], [0.0, 0.0, 0.0], [0.0, 0.0, 0.1], [0.0, 0.0, 0.0], [0.0, 0.0, 0.0], [0.0, 0.0, 0.0], [0.0, 0.0, 0.0], [0.0, 0.0, 0.0], [0.0, 0.0, 0.0], [0.0, 0.0, 0.0], [0.0, 0.0, 0.0], [0.0, 0.0, -0.1], [0.0, 0.0, 0.0], [0.0, 0.0, 0.0], [0.0, 0.0, 0.0], [0.0, 0.0, 0.0], [0.0, 0.0, -0.1], [0.0, 0.0, 0.0], [0.0, 0.0, -0.1], [0.0, 0.0, 0.0], [0.0, 0.0, 0.0], [0.0, 0.0, 0.1], [0.0, 0.0, 0.0], [0.0, -0.1, 0.0], [0.1, -0.1, -0.1], [0.1, 0.0, 0.0], [0.1, -0.1, 0.0], [0.0, -0.1, 0.1], [-0.1, -0.1, 0.3], [0.0, 0.0, 0.0], [0.0, 0.0, 0.0], [0.0, 0.0, 0.0], [0.0, 0.0, 0.0], [0.0, 0.0, 0.0], [0.0, 0.0, 0.0], [0.0, 0.0, 0.0], [0.0, 0.0, 0.0], [0.0, 0.0, 0.0], [0.0, 0.0, 0.0], [0.0, 0.0, 0.0], [0.0, 0.0, 0.0], [0.0, 0.0, 0.0], [0.0, 0.0, 0.0], [0.0, 0.0, 0.0], [0.0, 0.0, 0.0], [0.0, 0.0, 0.0], [0.0, 0.0, 0.0], [0.0, 0.0, 0.0], [0.0, 0.0, 0.0], [0.0, 0.0, 0.0], [0.0, 0.0, 0.0], [0.0, 0.0, 0.0], [0.0, 0.0, 0.0], [0.0, 0.0, 0.0], [0.0, 0.0, 0.0], [0.0, 0.0, 0.0], [0.0, 0.0, 0.0], [0.0, 0.0, 0.0], [0.0, 0.0, 0.0], [0.0, 0.0, 0.0], [0.0, 0.0, -0.1], [0.0, 0.0, 0.0], [0.0, 0.0, 0.0], [0.0, 0.0, 0.0], [0.0, 0.0, 0.0], [0.0, 0.0, 0.0], [0.0, 0.0, 0.0], [0.0, 0.0, 0.0], [0.0, 0.0, 0.0], [0.0, 0.0, 0.0]],
  "lowdin_charge": [1.87, 0.09, 0.12, 0.11, 0.00, 0.09, 0.10, -0.07, -0.14, -0.06, 0.02, -0.05, 0.02, -0.19, 0.02, 0.03, -0.23, -0.02, -0.14, 0.09, -0.19, -0.05, -0.18, -0.06, 0.03, -0.06, 0.01, -0.08, -0.21, -0.01, -0.17, -0.17, -0.06, -0.12, -0.23, -0.23, -0.02, -0.01, -0.02, -0.37, -0.21, -0.13, -0.02, -0.20, -0.08, -0.21, -0.45, -0.19, -0.48, -0.25, -0.20, 0.09, 0.12, 0.09, 0.11, 0.14, 0.08, 0.12, 0.11, 0.07, 0.07, 0.11, 0.12, 0.07, 0.08, 0.13, 0.05, 0.06, 0.08, 0.11, 0.07, 0.12, 0.13, 0.10, 0.06, 0.07, 0.10, 0.12, 0.09, 0.12, 0.10, 0.08, 0.03, 0.12, 0.07, 0.09, 0.12, 0.12, 0.11, 0.09, 0.13, 0.11]
}

---

{
  "formula": "C36H42ClN3P2PdSi2",
  "method": "wB97M-V/def2-TZVPD",
  "e_above_lowest_kcal_mol": 18.0,
  "total_charge": -2,
  "symbols": ["Pd", "Cl", "P", "P", "Si", "Si", "N", "N", "N", "C", "C", "C", "C", "C", "C", "C", "C", "C", "C", "C", "C", "C", "C", "C", "C", "C", "C", "C", "C", "C", "C", "C", "C", "C", "C", "C", "C", "C", "C", "C", "C", "C", "C", "C", "C", "H", "H", "H", "H", "H", "H", "H", "H", "H", "H", "H", "H", "H", "H", "H", "H", "H", "H", "H", "H", "H", "H", "H", "H", "H", "H", "H", "H", "H", "H", "H", "H", "H", "H", "H", "H", "H", "H", "H", "H", "H", "H"],
  "coordinates": [[-1.673, 0.528, 0.471], [-1.053, -2.855, 5.058], [0.512, 1.707, -0.026], [0.159, -1.265, 0.274], [-1.289, -3.794, 0.898], [-1.577, 3.764, 0.611], [-2.214, 0.241, 2.881], [-0.780, -2.210, 1.183], [-0.038, 3.089, 0.610], [-2.074, -0.972, 3.404], [1.830, -2.085, 0.274], [-1.052, 2.070, -2.370], [4.971, 3.020, -0.422], [3.333, 1.440, 0.368], [4.660, 1.837, 0.231], [-0.218, 2.169, -4.623], [3.348, -3.476, 1.569], [-1.677, 4.965, 2.100], [2.110, -2.877, 1.394], [-2.504, -1.345, -2.761], [-3.127, -3.927, 1.414], [-0.497, 1.023, 4.360], [4.126, -2.409, -0.428], [-1.155, -1.242, 4.407], [-0.348, -0.244, 4.909], [3.945, 3.812, -0.932], [-3.231, 2.749, 0.681], [1.250, 1.620, -2.800], [0.220, -1.863, -2.586], [-1.266, 2.288, -3.722], [-0.472, -1.484, -1.447], [0.216, 1.769, -1.875], [-1.794, -1.712, -3.899], [-1.852, -1.239, -1.546], [-1.239, -4.612, -0.831], [-0.420, -5.113, 1.976], [2.627, 3.415, -0.783], [-1.428, 1.214, 3.359], [2.303, 2.217, -0.140], [-0.440, -1.974, -3.806], [2.888, -1.805, -0.593], [4.355, -3.272, 0.634], [0.459, 0.285, 0.942], [-1.839, 4.970, -0.862], [1.036, 1.814, -4.157], [1.277, -2.086, -2.528], [1.816, 4.022, -1.167], [-1.770, 4.474, -1.832], [0.606, -5.296, 1.649], [-1.025, 5.819, 1.895], [-1.880, 2.149, -1.675], [-3.864, 2.927, -0.191], [-1.912, -4.112, -1.530], [6.005, 3.330, -0.534], [1.321, -3.008, 2.123], [-3.228, -4.016, 2.501], [-3.814, 2.970, 1.578], [-2.708, -1.756, 3.019], [2.240, 1.357, -2.448], [-3.591, -4.813, 0.967], [-0.235, -4.563, -1.259], [-1.057, 5.735, -0.825], [-2.696, 5.343, 2.237], [0.113, -2.254, -4.697], [-2.301, -1.797, -4.855], [4.923, -2.199, -1.135], [4.183, 4.733, -1.455], [5.455, 1.216, 0.633], [-3.693, -3.049, 1.092], [-3.569, -1.148, -2.825], [-1.562, 2.193, 2.922], [-0.383, 2.330, -5.683], [-2.258, 2.550, -4.077], [0.355, -0.442, 5.706], [-1.348, 4.509, 3.036], [-0.394, -4.811, 3.027], [-0.969, -6.059, 1.913], [2.747, -1.082, -1.389], [-2.403, -1.003, -0.616], [0.117, 1.847, 4.697], [-2.809, 5.476, -0.802], [3.521, -4.117, 2.428], [5.314, -3.766, 0.748], [-3.018, 1.635, 0.720], [-1.531, -5.665, -0.774], [1.855, 1.690, -4.858], [3.078, 0.509, 0.864]],
  "atomic_forces_ev_per_a": [[-0.6, 0.0, 0.2], [0.0, -0.1, 0.0], [0.6, 0.4, 1.2], [0.5, 0.2, 1.2], [-0.3, -0.1, 0.4], [0.2, 0.6, 0.0], [-0.1, 0.0, 0.6], [0.3, -0.8, -0.7], [-0.8, -0.1, -0.4], [0.0, 0.1, 0.0], [0.2, -0.1, 0.3], [0.1, 0.0, 0.0], [0.1, 0.0, 0.0], [-0.1, -0.1, 0.0], [0.1, 0.0, 0.0], [-0.1, 0.0, -0.1], [0.0, 0.0, -0.1], [-0.1, -0.1, -0.2], [0.0, -0.1, -0.2], [-0.1, 0.0, 0.1], [0.1, -0.1, -0.1], [0.1, 0.0, 0.1], [0.1, 0.0, -0.1], [0.0, 0.1, 0.1], [-0.1, 0.1, -0.1], [0.0, 0.0, 0.0], [0.7, -0.2, -0.1], [-0.1, -0.1, 0.0], [0.0, 0.0, 0.1], [-0.1, -0.1, 0.0], [-0.2, 0.1, 0.0], [0.0, -0.3, -0.1], [0.0, 0.0, -0.1], [0.2, 0.0, 0.0], [0.1, 0.3, 0.0], [-0.1, 0.1, 0.0], [0.2, 0.0, 0.1], [-0.2, 0.0, 0.1], [0.1, 0.2, -0.1], [0.1, 0.0, -0.2], [-0.2, -0.1, 0.0], [0.0, 0.0, 0.1], [0.0, -0.2, -1.8], [0.0, -0.1, 0.2], [0.1, -0.1, -0.1], [0.0, 0.0, 0.0], [0.0, 0.1, 0.0], [0.0, 0.0, 0.1], [0.0, 0.0, 0.0], [0.1, 0.0, 0.1], [0.0, 0.0, 0.0], [0.1, 0.0, 0.0], [0.0, 0.0, -0.1], [0.0, 0.0, 0.0], [0.0, -0.1, 0.0], [0.0, 0.0, 0.0], [0.0, 0.0, 0.1], [0.0, 0.0, 0.0], [0.0, 0.0, -0.1], [0.0, 0.0, 0.0], [0.0, 0.0, 0.0], [0.0, 0.0, 0.0], [0.0, 0.0, 0.0], [0.0, 0.0, 0.0], [0.0, 0.0, 0.0], [0.0, 0.0, 0.0], [0.0, 0.0, 0.0], [0.0, 0.0, 0.0], [0.0, 0.0, 0.0], [0.0, 0.0, 0.0], [0.1, 0.0, -0.1], [0.0, 0.0, 0.0], [0.0, 0.0, 0.0], [0.1, 0.0, 0.0], [0.0, 0.0, 0.0], [0.0, 0.0, 0.0], [0.0, 0.0, 0.0], [0.0, 0.0, 0.0], [-0.1, -0.2, -0.4], [0.0, 0.0, 0.0], [0.0, 0.0, 0.0], [0.0, 0.0, 0.0], [0.0, 0.0, 0.0], [-1.0, 0.6, 0.1], [0.0, 0.0, 0.1], [0.0, 0.0, 0.0], [0.0, 0.0, 0.0]],
  "lowdin_charge": [0.28, 0.64, 0.56, 0.56, 0.30, 0.27, 0.04, -0.27, -0.26, -0.20, -0.25, -0.13, -0.14, -0.09, -0.11, -0.12, -0.11, -0.21, -0.10, -0.10, -0.20, -0.07, -0.11, -0.65, -0.11, -0.12, -0.21, -0.10, -0.09, -0.10, -0.29, -0.25, -0.12, -0.15, -0.19, -0.21, -0.11, -0.17, -0.29, -0.11, -0.12, -0.13, -0.44, -0.20, -0.11, 0.08, 0.10, -0.01, 0.01, 0.01, 0.07, 0.01, 0.01, 0.08, 0.08, 0.00, 0.01, 0.08, 0.10, 0.01, 0.02, 0.01, 0.01, 0.09, 0.09, 0.09, 0.08, 0.09, 0.01, 0.09, 0.06, 0.08, 0.10, 0.10, 0.00, -0.02, 0.01, 0.09, 0.07, 0.10, 0.01, 0.09, 0.08, -0.05, 0.01, 0.09, 0.08]
}

---

no.,lowest unoccupied orbital energy (eV),E_tot (hartree),HOMO-LUMO gap (eV)
1,-3.02,-2431.49341,7.50
2,4.54,-3411.10052,4.77